Record 1
47
Properties=species:S:1:pos:R:3:forces:R:3:lowdin_charge:R:1 method="wB97M-V/def2-TZVPD" charge=0 homo_energy_ev=-8.648 total_energy_ev=-50543.0184 e_lumo_ev=-0.632 gap_ev=8.0155 fmax_ev_per_a=6.68
I 4.1835 -3.0140 -0.3178 -0.59 -0.05 -0.05 0.88
I 2.6092 -6.0805 -0.6303 -0.47 0.32 0.29 0.86
P 0.1468 -3.2962 1.0600 -1.22 -0.50 0.99 0.99
O 0.1462 -3.9270 -1.7477 2.33 1.92 -1.38 -0.03
O -3.3697 5.1992 1.1169 0.34 0.13 -0.02 0.01
O 0.6351 -3.6831 -4.0934 2.32 -0.75 6.22 0.12
O 2.4069 -3.8572 -2.4421 -3.53 0.34 -0.05 -0.20
N -0.2530 2.8869 -2.0463 -1.18 -0.54 -0.68 -0.05
N -1.2712 6.1291 1.1270 -0.61 -0.03 0.61 -0.21
C 0.4179 0.7767 -0.8513 -0.59 -1.80 0.03 -0.20
C 1.0323 -3.8033 -2.9016 -1.26 0.05 -2.89 -0.36
C -0.7360 1.8856 -1.0429 1.81 0.44 1.27 -0.26
C -1.0210 5.7890 -0.2613 -0.32 -0.20 0.05 -0.05
C -1.9129 -5.2948 0.6541 0.20 0.23 -0.15 -0.18
C 1.2272 -1.6818 -0.8740 -1.82 1.31 -0.29 -0.25
C -0.5282 -5.0557 1.4598 0.39 -0.49 -0.13 -0.43
C 2.3246 -3.9449 -0.9731 0.35 -0.01 -1.27 -1.16
C 0.9072 -3.2488 -0.6875 2.88 -0.15 0.56 -0.60
C 1.4956 -2.9190 2.3854 0.19 -0.56 0.08 -0.30
C -2.4670 5.7830 1.6876 0.33 0.05 -0.30 -0.35
C -0.2442 6.8250 1.8742 -0.10 -0.12 -0.28 -0.07
C -0.1151 -0.7602 -1.0515 0.76 0.74 0.87 -0.19
H -2.8155 -4.9217 1.2667 1.43 -0.83 -0.93 0.08
H 1.0739 -3.3101 3.3913 0.54 0.62 -1.75 0.05
H -1.7808 6.2632 -0.8875 0.12 -0.12 -0.10 0.10
H -0.0305 7.7779 1.3829 0.15 0.01 0.16 0.09
H 0.2217 -5.8860 1.2126 -1.09 1.20 0.32 0.01
H -0.6325 -0.9231 -2.0585 0.83 0.25 1.36 0.12
H -0.5667 7.0153 2.8993 -0.03 -0.05 -0.12 0.08
H -0.6698 2.6641 -2.9708 0.77 0.32 0.85 0.07
H 1.8893 -1.4258 -1.7739 -0.78 -0.73 1.27 0.12
H -0.6609 -5.0812 2.6098 0.04 0.15 -1.89 0.08
H 0.8437 0.8067 0.2157 -0.59 0.09 -1.52 0.11
H -1.0928 4.7063 -0.3828 0.06 0.16 -0.26 0.05
H -1.9918 -6.4059 0.3650 -0.13 1.71 0.67 0.08
H -0.8650 -0.9299 -0.1963 1.12 -0.10 -1.43 0.09
H -0.8047 2.4562 -0.0313 -0.14 -1.05 -1.57 0.10
H 0.6609 6.2119 1.8911 0.08 0.17 0.11 0.09
H -1.9388 -4.7077 -0.3377 0.21 -0.86 1.54 0.06
H 2.4823 -3.4592 2.1810 -1.26 1.00 0.45 0.00
H -2.5533 6.0877 2.7436 0.10 0.05 0.03 0.13
H -0.0299 6.1273 -0.5669 -0.10 -0.02 0.13 0.09
H 0.7758 2.9162 -2.1145 -0.99 -0.28 0.02 0.06
H 1.3060 0.8799 -1.5790 -1.45 0.32 1.01 0.11
H -1.7758 1.4621 -1.2512 1.61 0.58 -0.07 0.12
H 1.5984 -1.7791 2.4733 0.07 -1.79 -0.23 0.04
H 1.7426 -1.2533 0.0741 -0.75 -1.13 -1.55 0.08

---

Record 2
22
Properties=species:S:1:pos:R:3:forces:R:3:lowdin_spin:R:1 method="wB97M-V/def2-TZVPD" charge=0 homo_energy_ev="-5.910 / -10.048" total_energy_ev=-34822.6630 multiplicity=3 e_lumo_ev="0.380 / -3.723" gap_ev="6.2900 / 6.3248" fmax_ev_per_a=6.35
Cl -0.2833 1.1774 -1.9986 0.03 0.52 -0.49 0.17
P 1.1037 -0.0431 0.5730 -0.59 -0.68 -1.69 0.07
O 1.8789 1.0900 1.1327 0.01 -0.68 -0.24 0.03
N 1.1541 -2.5060 2.2426 -0.13 -0.40 0.32 0.02
C 3.3201 -0.2552 -1.2921 1.23 -2.42 1.13 0.00
C -0.7000 0.2743 0.4739 3.78 -1.72 1.16 0.42
C 1.9376 -0.8636 -1.1624 -1.21 -2.05 0.46 0.00
C -2.8281 0.2815 1.4561 -0.18 -1.35 3.35 0.36
C -1.4967 0.0600 1.5753 0.11 -0.16 1.75 0.09
C -3.5067 0.7744 0.3514 0.00 3.07 -5.55 0.40
C 1.0314 -1.5324 1.6497 0.55 0.91 -0.71 0.01
C -2.6563 1.2175 -0.7367 -0.10 -1.35 0.52 0.00
C -1.2852 0.8108 -0.7051 -3.53 1.99 -1.70 0.40
H -2.9570 1.7302 -1.6743 -0.20 -0.40 0.97 -0.01
H 3.7159 0.0388 -0.3104 -0.14 0.22 -0.38 0.00
H 2.0367 -2.0061 -0.9803 -0.37 1.88 0.20 0.00
H -1.0507 -0.2166 2.5593 -0.51 0.02 -1.00 0.00
H 1.3096 -0.8207 -2.1499 1.01 0.30 2.26 0.00
H 4.1158 -0.9332 -1.7351 -1.21 0.30 0.49 0.00
H 3.2733 0.5268 -1.9451 0.04 2.57 -1.38 0.00
H -4.5605 1.0851 0.4343 0.75 -0.29 -0.24 0.02
H -3.5524 0.1101 2.2415 0.66 -0.28 0.79 0.01

---

Copy entry 2 word for word.
22
Properties=species:S:1:pos:R:3:forces:R:3:lowdin_spin:R:1 method="wB97M-V/def2-TZVPD" charge=0 homo_energy_ev="-5.910 / -10.048" total_energy_ev=-34822.6630 multiplicity=3 e_lumo_ev="0.380 / -3.723" gap_ev="6.2900 / 6.3248" fmax_ev_per_a=6.35
Cl -0.2833 1.1774 -1.9986 0.03 0.52 -0.49 0.17
P 1.1037 -0.0431 0.5730 -0.59 -0.68 -1.69 0.07
O 1.8789 1.0900 1.1327 0.01 -0.68 -0.24 0.03
N 1.1541 -2.5060 2.2426 -0.13 -0.40 0.32 0.02
C 3.3201 -0.2552 -1.2921 1.23 -2.42 1.13 0.00
C -0.7000 0.2743 0.4739 3.78 -1.72 1.16 0.42
C 1.9376 -0.8636 -1.1624 -1.21 -2.05 0.46 0.00
C -2.8281 0.2815 1.4561 -0.18 -1.35 3.35 0.36
C -1.4967 0.0600 1.5753 0.11 -0.16 1.75 0.09
C -3.5067 0.7744 0.3514 0.00 3.07 -5.55 0.40
C 1.0314 -1.5324 1.6497 0.55 0.91 -0.71 0.01
C -2.6563 1.2175 -0.7367 -0.10 -1.35 0.52 0.00
C -1.2852 0.8108 -0.7051 -3.53 1.99 -1.70 0.40
H -2.9570 1.7302 -1.6743 -0.20 -0.40 0.97 -0.01
H 3.7159 0.0388 -0.3104 -0.14 0.22 -0.38 0.00
H 2.0367 -2.0061 -0.9803 -0.37 1.88 0.20 0.00
H -1.0507 -0.2166 2.5593 -0.51 0.02 -1.00 0.00
H 1.3096 -0.8207 -2.1499 1.01 0.30 2.26 0.00
H 4.1158 -0.9332 -1.7351 -1.21 0.30 0.49 0.00
H 3.2733 0.5268 -1.9451 0.04 2.57 -1.38 0.00
H -4.5605 1.0851 0.4343 0.75 -0.29 -0.24 0.02
H -3.5524 0.1101 2.2415 0.66 -0.28 0.79 0.01

---

Question: Look up the charge of the first one.
Answer: 0